1.
Computed, not measured: 2 unconnected molecules or ions with the total composition C4H12OS2, with wB97M-V/def2-TZVPD.

Output
**ΔE to the lowest compared entry with this formula, charge and spin**: 111.0 kJ/mol
**Charge**: 0
**LUMO energy**: 0.35 eV
**SMILES**: CCSSCC.O
**HOMO energy**: -7.75 eV
**HOMO-LUMO gap**: 8.103 eV

Cartesian coordinates (Å):
H  -0.2452  0.2530  0.5607
C  -0.3283  -1.1425  -1.7316
S  -1.7107  -0.0307  -2.2790
C  -0.9708  1.0603  0.5371
H  -0.6655  3.1495  1.1104
C  1.0752  -0.6151  -1.9020
O  0.8877  -2.2667  3.7324
H  1.4754  -2.8973  3.3054
C  -0.0842  2.3100  0.7188
H  0.2888  2.6006  -0.2589
H  0.1993  -2.0421  3.0980
H  1.1160  0.4701  -1.8914
H  1.6548  -0.8530  -0.9887
H  1.5906  -1.0117  -2.7757
H  -0.6099  -1.5976  -0.7876
H  -0.5834  -1.8445  -2.5258
S  -2.2141  1.3225  -0.7746
H  -1.6178  0.9191  1.4183
H  0.7419  2.2161  1.4342

***

2.
Computed, not measured: a molecular structure, C15H30KO15, with wB97M-V/def2-TZVPD.

Output
**ΔE to the lowest compared entry with this formula, charge and spin**: 323.3 kJ/mol
**Charge**: +1
**LUMO energy**: -2.02 eV
**HOMO energy**: -13.49 eV
**HOMO-LUMO gap**: 11.477 eV

Cartesian coordinates (Å):
H  1.3143  -2.0620  1.4567
H  -2.8427  -0.0514  -1.4874
C  3.2154  -2.3324  -3.2897
H  2.9205  -3.2888  -3.7214
C  1.4875  3.4634  -2.9145
H  3.7674  2.1082  3.3236
H  -0.2758  -4.4807  0.3817
O  2.2390  -0.7980  -1.1573
H  1.1191  4.4766  -2.7542
O  1.8227  1.6295  2.9696
C  2.8140  -1.8473  -0.9819
O  -1.3837  -1.0997  1.5617
O  -3.0036  -2.0865  -1.5917
O  -3.2168  -1.9132  2.6517
H  2.3979  3.7316  -3.4507
H  -5.0964  -2.3429  1.6413
C  -1.7456  -2.4402  -1.4509
C  -0.5525  -4.5038  -0.6724
C  -0.5764  2.4506  -3.3892
H  -0.2540  0.5226  3.7682
H  3.2675  0.5863  4.0008
H  -0.6843  -5.5702  -0.8554
H  2.8178  1.9507  4.8888
H  0.2000  -0.6648  5.0894
O  1.4675  3.7551  3.2903
H  1.0297  5.3929  4.2563
H  -3.3598  -0.8352  -3.0381
O  -1.7302  -3.7835  -1.0122
C  1.3609  2.7611  2.4102
O  -0.9131  2.1420  -2.2319
O  0.6338  2.8486  -3.7798
C  -2.5438  1.6170  -4.5121
H  2.3065  -1.7382  -3.3836
H  -4.1292  -0.8885  1.0614
C  -3.4612  -0.8187  -1.9530
H  -4.4452  -0.7004  -1.4992
C  -1.9133  -1.4398  2.6168
H  1.6865  2.8816  -2.0145
H  0.3449  -4.2874  -1.2519
C  -4.1161  -1.9079  1.4469
C  2.9529  1.6203  3.8589
O  -0.7280  -1.7626  -1.6971
H  -0.2060  4.9805  3.0921
H  2.9056  -2.0081  2.2928
C  2.3495  -1.7258  1.3988
C  -0.2875  -0.5060  4.1274
O  3.2594  -2.6526  -1.9111
O  -1.2814  2.2755  -4.5210
O  0.8367  2.8597  1.2832
O  -1.4986  -1.1941  3.8659
H  -2.7109  1.1158  -3.5587
O  2.9785  -2.4185  0.2777
H  -3.8879  -2.5017  0.5618
H  -3.1390  2.5200  -4.6474
C  0.8723  5.0081  3.2487
H  4.1554  -1.8600  -3.5749
H  -2.7512  1.0779  -5.4365
H  1.3703  5.6242  2.5001
H  0.4753  -0.9604  3.4952
H  2.4606  -0.6491  1.2706
K  -0.0952  0.7202  -0.3492

***

3.
Computed, not measured: 2 unconnected molecules or ions with the total composition H6NO, with wB97M-V/def2-TZVPD.

Output
**ΔE to the lowest compared entry with this formula, charge and spin**: 109.3 kJ/mol
**Charge**: +1
**LUMO energy**: -4.29 eV
**HOMO energy**: -16.81 eV
**HOMO-LUMO gap**: 12.510 eV

Cartesian coordinates (Å):
O  -0.0091  -1.2518  0.8304
H  -0.6303  -1.9611  0.8511
H  -0.3241  1.9017  -0.3315
H  0.9142  0.6589  -0.1573
H  0.1679  0.8325  -1.6072
N  0.1277  1.0071  -0.6006
H  -0.8034  0.3291  -0.4409
H  0.5571  -1.5164  1.4559

***

4.
Computed, not measured: 7 unconnected molecules or ions with the total composition C10H34O10, with wB97M-V/def2-TZVPD.

Output
**ΔE to the lowest compared entry with this formula, charge and spin**: 99.1 kJ/mol
**Charge**: 0
**LUMO energy**: 0.18 eV
**SMILES**: OCCO.OCCO.OCCO.CO.CO.CO.CO
**HOMO energy**: -9.72 eV
**HOMO-LUMO gap**: 9.898 eV

Cartesian coordinates (Å):
C  2.5412  -2.1859  20.4689
H  0.5576  -2.0972  22.2440
H  1.5368  -0.4236  21.4700
H  3.2952  -1.6601  19.8832
H  2.2009  -3.0124  19.8450
H  -1.6255  1.1373  18.2434
H  4.9586  -0.7581  17.1730
O  0.3071  -2.0231  21.3202
H  0.1518  -0.5328  15.0223
H  0.5580  -3.7122  17.2747
H  1.8006  -1.4604  15.8322
O  2.5038  -2.0369  15.5243
H  3.5797  -2.0097  22.1499
C  4.9206  3.0301  17.5702
H  3.2489  -5.0680  13.6657
H  5.9095  2.1936  13.6379
H  5.8938  2.5456  17.6483
H  7.5115  0.4053  14.0311
C  4.1465  -4.4520  13.6114
O  0.1307  -0.5804  15.9809
H  0.0128  -3.3985  19.8845
C  -0.8680  0.3169  16.2937
O  3.1164  -2.6869  21.6515
O  3.0611  0.1790  17.5837
O  3.9399  -3.1562  13.0777
H  4.6108  -4.3795  14.5949
O  0.4734  1.1751  18.1523
H  -1.8594  0.0724  15.9124
H  -0.6904  1.2502  15.7593
C  3.4592  -2.0281  16.5496
H  6.6696  1.2169  15.3314
H  -0.8272  -0.3396  18.3721
H  2.9832  -2.5128  17.4020
H  3.2792  1.0886  17.3676
H  4.7914  -5.0606  12.9775
C  1.3371  -1.2285  20.7626
O  -0.0513  -4.1116  19.2450
H  6.0884  -0.3888  14.7336
H  3.2290  -2.7779  13.6002
H  -1.0588  -4.2492  17.3808
H  4.0384  -0.0728  15.7743
H  1.1473  0.7020  17.6588
H  4.4163  2.7733  15.6864
C  -0.8043  0.5819  17.7902
C  3.9755  -0.5781  16.7380
H  -0.6798  -2.6643  17.9192
H  0.8787  -0.8146  19.8644
H  4.2338  -2.7458  16.2795
H  4.5021  2.8986  18.5680
O  5.7395  1.2638  13.4703
C  6.5253  0.5728  14.4641
C  -0.3074  -3.6886  17.9369
H  5.0556  4.0985  17.4017
O  4.0683  2.5184  16.5441

***

5.
Computed, not measured: a molecular structure, C6H18AgN2O9S3, with wB97M-V/def2-TZVPD.

Output
**Charge**: -2
**LUMO energy (alpha / beta)**: 3.73 / 3.76 eV
**HOMO energy (alpha / beta)**: 1.73 / -1.36 eV
**Expectation value of S²**: 0.751
**Multiplicity**: 2
**HOMO-LUMO gap (alpha / beta)**: 1.999 / 5.124 eV

Cartesian coordinates (Å):
H  -0.5650  -4.4749  -2.9945
N  -3.8830  -0.5325  -1.1585
H  0.4255  4.9040  -0.6278
O  -4.5736  -1.4781  -1.3663
H  2.5467  -1.5671  4.2586
C  1.5275  -1.2954  3.9839
O  0.6870  1.9158  -0.8480
H  1.7846  -3.4805  -3.2822
O  -0.1616  -1.3942  -1.1208
O  -2.2055  4.6769  0.2038
H  0.6110  4.5594  -2.2245
H  -0.9164  -3.9628  -1.3130
C  1.1693  4.4656  -1.2931
H  1.6082  -3.7895  2.5195
H  -0.0529  -3.1744  2.9500
C  0.7614  -3.1693  2.2255
S  1.2832  -1.4243  2.1915
S  0.0537  -2.2041  -2.4820
O  -3.3802  4.4521  -1.4785
H  2.3783  4.3419  1.2208
H  1.9460  5.2098  -1.1169
C  -0.9856  -3.6899  -2.3660
H  0.8345  3.3728  1.5682
C  1.8458  3.3927  1.1620
O  -2.5183  2.8582  -0.8505
H  2.4146  2.7609  1.8443
S  1.8526  2.8876  -0.6161
O  -3.2267  -0.6496  -0.1282
O  -0.0276  -0.6795  1.9145
Ag  -0.9991  0.5465  0.1107
H  2.5066  -2.2293  -2.1578
H  1.6367  -3.6914  -1.4960
H  -1.9817  -3.4090  -2.7082
C  1.7316  -2.9793  -2.3157
H  0.8997  -1.9451  4.5937
O  -3.9487  0.5566  -1.7181
H  0.3169  -3.4013  1.2576
H  1.3105  -0.2488  4.1974
N  -2.7059  3.9697  -0.5394

***

6.
Computed, not measured: 2 unconnected molecules or ions with the total composition C2H3N4, with wB97M-V/def2-TZVPD.

Output
**ΔE to the lowest compared entry with this formula, charge and spin**: 36.4 kJ/mol
**Charge**: -1
**LUMO energy (alpha / beta)**: 4.50 / 2.89 eV
**HOMO energy (alpha / beta)**: -3.62 / -4.98 eV
**Expectation value of S²**: 2.008
**Multiplicity**: 3
**HOMO-LUMO gap (alpha / beta)**: 8.124 / 7.870 eV

Cartesian coordinates (Å):
H  1.4421  -1.1638  0.8738
H  1.6335  -0.7964  -0.7238
N  -1.2588  -0.1494  -0.1021
H  -1.5884  1.9745  -0.2042
N  -2.0816  -1.2090  0.0385
N  -3.2906  -0.7704  0.0273
C  -2.0450  0.9378  -0.1015
C  0.8578  -1.4267  -0.1522
N  -3.3344  0.5596  0.0259